No. 1
{"formula": "C10H18CeN3O7P", "method": "wB97M-V/def2-TZVPD", "s_squared": 0.75, "homo_energy_ev": [-17.14, -17.17], "gap_ev": [7.55, 7.55], "multiplicity": 2, "charge": 3, "species": ["N", "C", "H", "H", "C", "O", "O", "P", "H", "C", "N", "O", "H", "C", "O", "H", "H", "H", "O", "C", "C", "C", "H", "H", "H", "H", "O", "N", "C", "H", "Ce", "H", "H", "C", "H", "O", "C", "H", "H", "H"], "coordinates": [[-2.988, -5.231, 3.147], [-1.566, -2.301, 0.343], [2.883, -0.408, -0.177], [-2.354, 1.627, -3.644], [-0.600, -1.057, 2.370], [2.134, 0.116, -0.527], [-2.821, -4.986, 4.310], [-1.788, 2.607, -0.892], [0.330, 4.653, -0.468], [-1.330, -2.115, 1.772], [-3.215, 1.537, -3.079], [-0.505, 2.261, -1.630], [-4.020, 1.611, -3.730], [-2.199, -3.492, -0.074], [-0.002, -0.093, 1.807], [-1.992, 5.088, -1.012], [2.026, 1.415, -2.151], [-0.519, -1.106, 3.468], [-1.976, 1.624, 0.232], [-2.457, -4.228, 2.195], [-1.829, -3.109, 2.663], [-3.281, 2.605, -2.052], [2.859, 2.082, -0.661], [-4.174, 2.466, -1.436], [-3.360, 3.569, -2.561], [-1.724, -2.991, 3.734], [-3.538, -6.177, 2.660], [-0.375, 4.733, 0.282], [-2.622, -4.442, 0.822], [-3.104, -5.356, 0.502], [-0.138, 0.298, -0.250], [-0.361, 5.715, 0.619], [-3.245, 0.588, -2.663], [2.711, 1.202, -1.308], [-2.346, -3.640, -1.134], [-1.245, -1.407, -0.567], [-1.720, 4.376, -0.231], [-0.093, 4.135, 1.078], [3.679, 0.910, -1.723], [-2.452, 4.456, 0.578]], "lowdin_charge": [-0.36, -0.26, 0.16, 0.18, -0.07, -0.25, 0.13, 0.51, 0.18, -0.08, 0.18, -0.40, 0.20, 0.05, -0.15, 0.13, 0.10, 0.17, -0.35, -0.09, 0.09, -0.15, 0.11, 0.13, 0.13, 0.14, 0.14, 0.18, 0.08, 0.15, 1.47, 0.20, 0.19, -0.04, 0.14, -0.23, -0.15, 0.19, 0.12, 0.13]}

---

No. 2
{"formula": "C29H36Cl2N4O2P2Re", "method": "wB97M-V/def2-TZVPD", "s_squared": 3.83, "homo_energy_ev": [-13.18, -13.17], "gap_ev": [5.34, 3.83], "multiplicity": 4, "charge": 2, "species": ["H", "H", "O", "C", "N", "H", "C", "O", "H", "H", "H", "C", "Re", "C", "H", "C", "H", "H", "C", "P", "Cl", "C", "C", "H", "C", "H", "H", "H", "C", "H", "C", "Cl", "H", "C", "H", "H", "N", "H", "H", "C", "C", "C", "H", "H", "H", "C", "H", "C", "C", "C", "N", "C", "H", "H", "C", "H", "C", "P", "C", "H", "H", "H", "H", "C", "H", "C", "H", "H", "H", "H", "C", "C", "C", "N", "C", "H"], "coordinates": [[0.265, 0.477, -1.515], [2.324, -4.071, -0.596], [0.532, -0.640, 5.257], [-4.513, -0.054, -2.436], [-1.881, 1.321, -2.037], [2.301, 1.857, 3.964], [-0.633, 2.159, 0.985], [-0.833, -1.104, 3.467], [-6.341, -0.718, -3.557], [2.010, 3.127, 2.886], [-2.444, 0.913, 3.732], [2.998, -3.588, -3.808], [0.219, -0.828, 1.302], [1.643, -1.820, 2.352], [6.154, 1.095, -0.751], [-1.755, 1.731, 3.531], [-1.846, 2.645, -5.098], [-2.250, 3.038, -0.800], [-2.080, 2.676, -1.788], [1.507, -1.151, -0.524], [-1.722, -3.305, 5.544], [-0.810, 1.974, 4.453], [-1.831, 2.461, -4.020], [-1.264, -1.532, -2.901], [-3.845, -2.103, -1.869], [-1.607, 0.232, -3.865], [-1.044, -1.584, 6.873], [3.441, -5.470, -2.663], [-1.801, 2.158, 2.056], [5.036, 1.806, -3.130], [1.387, 1.126, 2.114], [-3.025, -0.722, 5.892], [3.300, -3.813, -4.825], [1.526, 2.210, 3.271], [-5.480, -3.188, -2.836], [2.516, 0.782, -3.094], [-3.525, -0.755, -1.774], [-2.075, 3.207, 2.189], [2.454, 0.917, 1.904], [-1.748, 1.196, -3.418], [-1.516, -1.629, 5.887], [5.183, 0.834, -1.127], [-1.166, 2.088, 0.024], [0.842, -0.388, -2.886], [-4.543, 1.039, -2.499], [-0.490, -1.101, 4.702], [0.148, 3.803, 3.973], [3.056, -4.459, -2.695], [0.422, 2.773, 4.259], [-2.020, 3.399, -2.987], [2.212, -2.479, -1.952], [0.644, 1.388, 0.919], [1.973, -1.546, 3.353], [2.499, -1.783, 1.653], [4.275, -0.005, -0.475], [-0.204, 3.174, 0.994], [3.286, 0.634, -2.330], [-1.905, -0.353, -0.739], [-5.025, -2.250, -2.607], [4.350, -0.546, 0.447], [-2.678, 1.700, 1.567], [1.246, 1.698, 0.069], [0.829, 2.871, 5.282], [0.441, -0.541, -1.882], [2.230, -1.517, -3.914], [-5.443, -0.934, -2.976], [-0.770, -2.289, -1.389], [-0.683, 1.238, 5.261], [-2.185, 4.478, -3.077], [1.124, -2.799, 2.433], [2.538, -3.764, -1.604], [2.466, -2.374, -3.317], [4.565, 1.216, -2.347], [3.108, -0.117, -1.187], [-0.892, -1.319, -1.885], [-3.179, -2.798, -1.416]], "lowdin_charge": [0.03, 0.13, 0.00, -0.16, -0.12, 0.11, -0.24, -0.17, 0.12, 0.13, 0.06, 0.03, 0.99, -0.26, 0.10, -0.11, 0.14, 0.12, -0.02, 1.04, 0.64, -0.12, 0.02, 0.10, -0.16, 0.12, 0.07, 0.13, -0.15, 0.11, -0.11, 0.64, 0.13, -0.10, 0.10, 0.09, -0.24, 0.11, 0.10, -0.04, -1.04, -0.06, 0.00, 0.06, 0.11, -0.71, 0.12, 0.02, -0.17, 0.02, -0.11, -0.34, 0.04, -0.03, -0.16, 0.14, -0.19, 1.27, -0.05, 0.10, 0.09, 0.11, 0.12, -0.48, 0.11, -0.05, 0.07, 0.09, 0.14, 0.05, -0.03, -0.01, -0.06, -0.18, -0.45, 0.09]}

---

No. 3
{"formula": "C3H4O2", "method": "wB97M-V/def2-TZVPD", "homo_energy_ev": -9.10, "gap_ev": 9.34, "species": ["H", "H", "H", "O", "C", "O", "C", "H", "C"], "coordinates": [[2.358, -1.121, 0.671], [-0.960, -0.712, -1.432], [-0.003, 1.371, 0.749], [1.091, -0.121, -0.213], [-0.124, 0.432, 0.212], [-1.086, -0.467, 0.683], [-1.179, 0.031, -0.662], [-1.942, 0.755, -0.870], [1.845, -0.169, 0.862]], "lowdin_charge": [0.02, 0.13, 0.16, -0.08, -0.40, 0.03, -0.07, 0.11, 0.12]}

---

No. 4
{"formula": "C23H45F3N2O6S", "method": "wB97M-V/def2-TZVPD", "s_squared": 2.01, "homo_energy_ev": [-8.86, -9.43], "gap_ev": [8.21, 8.79], "multiplicity": 3, "species": ["H", "H", "O", "H", "H", "C", "C", "C", "C", "O", "H", "H", "H", "H", "C", "O", "H", "H", "N", "F", "O", "H", "H", "C", "H", "H", "H", "H", "H", "H", "C", "H", "C", "H", "H", "H", "C", "F", "S", "H", "C", "C", "H", "C", "H", "H", "H", "C", "H", "H", "O", "F", "H", "H", "H", "C", "H", "C", "H", "C", "C", "H", "C", "H", "C", "C", "H", "C", "H", "H", "O", "H", "H", "H", "H", "N", "H", "H", "C", "C"], "coordinates": [[-3.807, -1.531, -0.536], [-6.144, -3.457, 1.638], [5.304, 0.085, 0.374], [-7.982, -3.184, 0.096], [-6.876, -1.171, 1.445], [-6.986, -3.338, -0.340], [7.035, 1.713, -1.082], [-5.944, -1.433, 0.926], [-6.007, 0.907, -0.006], [11.096, -0.008, -1.992], [-9.024, -2.761, -2.133], [0.232, 0.930, -0.016], [-4.945, -3.275, 0.376], [-6.905, -4.415, -0.535], [-2.152, 1.644, 3.792], [4.225, 1.791, -1.115], [10.285, 0.690, -3.928], [-1.744, 0.239, 1.089], [-6.766, -1.059, -1.450], [4.552, -1.732, -1.647], [0.444, 0.771, 4.193], [9.112, -0.433, -2.832], [-1.355, 3.795, 2.218], [-1.085, 1.665, 2.649], [1.016, 4.282, 1.608], [-5.446, -2.452, -3.350], [-2.571, 0.638, 3.924], [2.517, 2.349, 1.126], [2.086, -1.146, 2.545], [-5.927, 1.548, -0.893], [-5.817, -0.600, -0.381], [3.228, -0.081, 1.715], [2.410, -0.102, 2.439], [-3.771, 0.216, -0.647], [-0.217, 3.476, 3.513], [-5.745, -4.090, -2.767], [-0.548, 3.119, 2.528], [4.207, -0.049, -3.332], [5.405, 0.794, -1.030], [-2.978, 1.387, 1.524], [-4.358, -0.670, -0.922], [5.201, -0.546, -2.321], [1.824, 0.214, -0.056], [9.250, 1.731, -2.120], [-6.970, 1.108, 0.477], [-8.014, -2.377, -3.541], [0.278, 3.122, 0.525], [-1.896, 1.286, 1.374], [2.193, 2.566, 2.835], [-5.238, 1.231, 0.707], [-8.052, -0.601, -1.105], [6.463, -1.042, -2.917], [-1.751, 1.979, 4.756], [6.792, 2.876, -0.981], [11.733, -1.506, -0.610], [-8.051, -2.940, -2.598], [-2.985, 2.321, 3.560], [1.221, 0.804, 1.975], [-8.020, -4.004, -2.847], [1.729, 2.268, 1.885], [0.619, 3.263, 1.555], [0.471, -0.722, 0.583], [-5.614, -3.046, -2.445], [-4.693, -3.036, -1.855], [0.907, 0.283, 0.550], [10.718, -1.046, -1.015], [-4.329, -0.703, -2.016], [9.962, 0.400, -2.837], [9.721, 2.668, -2.643], [-5.131, -1.175, 1.617], [7.802, 1.564, -2.328], [-1.649, 1.916, 0.515], [10.082, -1.934, -1.493], [7.629, 1.428, -0.103], [9.590, 1.753, -0.998], [0.012, 0.661, 2.857], [10.098, -0.550, -0.142], [2.836, 0.220, 3.394], [-6.856, -2.544, -1.668], [-5.937, -2.941, 0.694]], "lowdin_charge": [0.07, 0.11, -0.36, 0.12, 0.12, -0.14, -0.21, -0.14, -0.04, -0.26, 0.07, 0.06, 0.10, 0.12, -0.05, -0.35, 0.14, 0.08, -0.03, 0.01, -0.03, 0.13, 0.12, -0.46, 0.11, 0.09, 0.09, 0.11, 0.09, 0.09, -0.46, 0.05, -0.04, 0.06, 0.12, 0.09, -0.14, 0.01, 0.90, 0.06, -0.04, -0.27, 0.08, -0.14, 0.08, 0.09, 0.10, -0.05, 0.12, 0.07, -0.03, 0.02, 0.07, 0.16, 0.11, -0.05, 0.08, -0.47, 0.08, -0.13, -0.19, 0.09, -0.05, 0.06, -0.04, -0.12, 0.08, -0.15, 0.14, 0.12, -0.22, 0.08, 0.11, 0.14, 0.13, -0.03, 0.10, 0.08, -0.48, -0.19]}

---

Calculated total energy values, unit eV, following the record order: -51656.1940, -86435.4639, -7265.6125, -58822.2454.